[1]
45
Properties=species:S:1:pos:R:3 method="wB97M-V/def2-TZVPD" total_charge=+2 homo_ha=-0.527 de_lowest_kj_mol=44.8
Zr 1.397 -0.441 -0.978
O -3.210 4.315 -4.173
C -2.970 4.570 -2.880
O -3.573 5.401 -2.277
C -1.917 3.738 -2.179
C -1.288 4.331 -1.083
C -0.361 3.635 -0.332
C -0.093 2.313 -0.666
C -0.714 1.718 -1.758
C -1.626 2.427 -2.525
N 0.813 1.473 0.046
C 1.324 1.722 1.194
C 2.252 0.748 1.768
C 2.825 0.923 3.006
C 3.695 -0.060 3.484
C 3.955 -1.167 2.704
C 3.346 -1.276 1.459
N 2.509 -0.343 0.999
H -2.533 3.758 -4.576
H -1.550 5.350 -0.831
H 0.134 4.127 0.494
H -0.544 0.670 -2.040
H -2.126 1.937 -3.351
H 1.095 2.626 1.752
H 2.602 1.807 3.588
H 4.161 0.051 4.455
H 4.625 -1.948 3.036
H 3.544 -2.125 0.817
O -1.032 -3.037 -1.195
B -0.158 -2.150 -0.665
O -0.298 -1.980 0.706
C -1.360 -2.838 1.043
C -1.921 -3.069 2.277
C -2.960 -3.993 2.298
C -3.392 -4.639 1.139
C -2.811 -4.394 -0.100
C -1.786 -3.475 -0.106
H -1.579 -2.568 3.172
H -3.443 -4.219 3.238
H -4.201 -5.352 1.206
H -3.137 -4.891 -1.002
O 2.032 -0.255 -3.004
N 3.135 -0.935 -2.853
O 3.891 -1.158 -3.698
O 3.247 -1.328 -1.610

***

[2]
44
Properties=species:S:1:pos:R:3 method="wB97M-V/def2-TZVPD" total_charge=+3 spin_multiplicity=4 homo_ha="-0.577 / -0.578" de_lowest_kj_mol=0.0
Tc 0.029 -0.652 0.811
Br 4.120 9.491 -6.385
C 3.690 8.406 -4.980
C 3.984 8.832 -3.671
C 3.672 8.018 -2.625
C 3.047 6.762 -2.881
C 2.749 6.341 -4.216
C 3.071 7.158 -5.249
N 2.792 6.011 -1.809
N 2.221 4.969 -1.622
C 2.128 3.795 -1.121
C 3.333 2.976 -0.961
C 3.283 1.728 -0.474
C 2.005 1.179 -0.104
O 1.883 0.041 0.399
C 0.779 1.956 -0.287
N -0.354 1.305 0.084
C -1.499 1.982 0.025
C -1.554 3.307 -0.412
C -0.405 3.952 -0.810
C 0.802 3.255 -0.750
H 4.460 9.790 -3.508
H 3.886 8.307 -1.602
H 2.275 5.382 -4.392
H 2.861 6.874 -6.270
H 4.285 3.414 -1.240
H 4.177 1.135 -0.332
H -2.395 1.458 0.332
H -2.509 3.816 -0.431
H -0.441 4.982 -1.145
I -5.646 -1.515 3.216
C -4.064 -1.427 1.911
C -4.071 -1.710 0.560
N -2.822 -1.543 0.097
N -1.980 -1.172 1.092
C -2.747 -1.100 2.199
H -4.875 -2.027 -0.087
H -2.480 -1.730 -0.832
H -2.317 -0.824 3.151
Cl 0.843 -2.714 1.740
C 1.146 -3.765 0.292
Cl 0.366 -3.042 -1.123
H 0.721 -4.739 0.497
H 2.215 -3.805 0.133

***

[3]
45
Properties=species:S:1:pos:R:3 method="wB97M-V/def2-TZVPD" total_charge=+1 homo_ha="-0.398 / -0.398"
Pt -0.022 0.143 0.183
O -3.097 -2.018 4.590
C -3.365 -0.756 4.417
O -4.292 -0.184 4.931
C -2.495 0.030 3.471
C -2.683 1.382 3.221
N -1.835 1.738 2.249
N -1.091 0.698 1.858
C -1.470 -0.357 2.586
C -0.750 -1.683 2.388
O -0.982 -2.595 3.165
O 0.047 -1.716 1.409
H -2.273 -2.359 4.124
H -3.369 2.062 3.692
H -1.718 2.658 1.846
C 2.487 -0.696 -1.436
O 1.103 -0.411 -1.662
C 0.466 -1.161 -2.620
C 1.148 -1.882 -3.588
C 0.432 -2.580 -4.557
Br 1.397 -3.455 -5.933
C -0.945 -2.631 -4.537
C -1.649 -1.926 -3.558
C -0.940 -1.147 -2.634
O -1.588 -0.337 -1.726
C -3.097 -2.011 -3.582
N -3.765 -2.383 -4.652
C -5.077 -2.308 -4.337
C -6.208 -2.560 -5.123
C -7.439 -2.361 -4.542
C -7.564 -1.965 -3.206
C -6.457 -1.736 -2.399
C -5.216 -1.888 -2.985
N -3.930 -1.687 -2.538
H 2.651 -1.771 -1.327
H 2.765 -0.193 -0.508
H 3.098 -0.297 -2.250
H 2.223 -1.874 -3.629
H -1.508 -3.187 -5.268
H -2.363 0.071 -2.134
H -6.098 -2.883 -6.143
H -8.335 -2.511 -5.124
H -8.550 -1.835 -2.788
H -6.571 -1.459 -1.364
H -3.656 -1.532 -1.580

***

[4]
42
Properties=species:S:1:pos:R:3 method="wB97M-V/def2-TZVPD" total_charge=+2 spin_multiplicity=5 homo_ha="-0.496 / -0.564" de_lowest_kj_mol=717.1
Pt -1.687 0.275 1.430
C -2.007 2.671 -0.273
O -0.968 3.112 -0.801
C 0.268 3.015 -0.083
C 0.980 4.175 0.099
C 2.218 4.087 0.727
C 2.725 2.858 1.118
C 1.992 1.696 0.914
C 0.739 1.779 0.331
N -0.040 0.561 0.161
N 0.504 -0.231 -0.636
C -0.019 -1.480 -0.914
C -1.095 -2.118 -0.186
O -1.740 -1.600 0.779
C -1.480 -3.455 -0.535
C -0.870 -4.099 -1.547
C 0.198 -3.489 -2.298
C 0.814 -4.156 -3.333
C 1.863 -3.554 -4.049
C 2.303 -2.271 -3.722
C 1.706 -1.583 -2.697
C 0.627 -2.169 -1.956
H -4.697 4.244 5.281
H -1.806 2.263 4.026
H -5.225 1.698 -0.878
H 0.590 5.117 -0.262
H 2.797 4.985 0.888
H 3.705 2.802 1.573
H 2.379 0.728 1.203
H -2.281 -3.901 0.037
H -1.178 -5.102 -1.816
H 0.490 -5.154 -3.598
H 2.332 -4.099 -4.858
H 3.115 -1.820 -4.276
H 2.041 -0.591 -2.436
Cl -2.562 2.247 2.976
C -3.048 0.129 2.726
Cl -4.731 0.566 -0.545
C 1.459 0.679 4.572
O 2.198 1.045 5.375
O 0.713 0.326 3.746
H -3.321 -0.188 3.733

***

| no. | maximum force (eV Å⁻¹) |
| --- | --- |
| 1 | 0.47 |
| 2 | 0.79 |
| 3 | 3.07 |
| 4 | 0.85 |